Record 1
This record from the OMol25 dataset describes 2 unconnected molecules or ions with the total composition C3H9NO2 in a non-equilibrium geometry. The level of theory is wB97M-V/def2-TZVPD.

Geometry as ORCA input:
```
! wB97M-V def2-TZVPD RIJCOSX def2/J DEFGRID3
* xyz 0 1
C 0.13133 1.31838 -1.08095
N -0.97552 0.42771 -0.67439
C -0.99596 -0.81139 -0.14031
C -0.02222 -1.11296 1.04556
O -2.04053 -1.46949 -0.23927
H -0.26598 2.11901 -1.74196
H 0.38356 1.97352 -0.18410
H 0.82446 0.66391 -1.35457
H -1.86021 0.75532 -1.00238
H -0.30216 -2.17015 1.41595
H 0.18608 -0.38510 1.81535
H 1.00956 -1.28640 0.70758
O 2.93133 1.07177 0.68264
H 2.34818 1.74480 1.15550
H 2.69984 0.40863 1.41659
*
```

The gap between HOMO and LUMO is 9.881 eV. The electronic energy comes out at -324.8907 hartree. Its highest occupied orbital energy is -9.47 eV. The value obtained for the lowest unoccupied orbital energy is 0.41 eV. The calculation puts the energy relative to the best compared isomer or geometry (same formula, charge and spin) at 51.41 kcal/mol.

Record 2
This record from the OMol25 dataset describes a single C5H6O molecule. The level of theory is wB97M-V/def2-TZVPD.

Geometry as ORCA input:
```
! wB97M-V def2-TZVPD RIJCOSX def2/J DEFGRID3
* xyz 0 1
C -0.38458 -3.10163 0.15562
C -0.39704 -1.90316 0.03194
C -0.57017 -0.46168 -0.17050
O -1.63010 -0.05451 -0.59654
C 0.58177 0.46457 0.16046
C 0.20110 1.91644 -0.09988
H -0.40751 -4.16594 0.25408
H 0.87123 0.29932 1.20743
H 1.45363 0.15891 -0.43468
H 1.02590 2.59307 0.13996
H -0.66873 2.19711 0.50060
H -0.07550 2.05750 -1.14848
*
```

The gap between HOMO and LUMO is 10.737 eV. The electronic energy comes out at -269.2833 hartree. Its highest occupied orbital energy is -10.29 eV. The value obtained for the lowest unoccupied orbital energy is 0.44 eV. The calculation puts the energy relative to the best compared isomer or geometry (same formula, charge and spin) at 39.49 kcal/mol.

Record 3
This record from the OMol25 dataset describes 6 unconnected molecules or ions with the total composition C12H25B2Br2F8O3 in a non-equilibrium geometry. The level of theory is wB97M-V/def2-TZVPD.

Geometry as ORCA input:
```
! wB97M-V def2-TZVPD RIJCOSX def2/J DEFGRID3
* xyz -3 1
B 31.20580 23.12875 28.29264
F 32.55163 22.97515 28.67989
F 31.04348 24.08146 27.26532
F 30.60806 21.90434 28.01910
F 30.45091 23.68883 29.40557
B 26.08452 20.00458 26.54031
F 25.44208 21.21038 26.18406
F 26.02453 19.13390 25.42222
F 27.41187 20.21706 26.90843
F 25.38789 19.40450 27.63172
C 30.27020 21.29240 24.71034
C 29.12016 21.65624 23.74112
O 28.08493 22.30491 24.29418
H 29.91840 20.81434 25.62669
H 30.65641 22.22777 25.14193
H 31.04581 20.70352 24.19040
H 28.71968 20.66499 23.37881
H 29.59034 22.18515 22.84244
C 25.54380 24.68174 19.24908
C 26.07578 25.11607 20.59867
C 27.01402 23.98096 20.98640
O 26.41283 22.81235 20.42217
C 25.51141 23.15757 19.41516
H 26.30058 24.90347 18.48164
H 24.61425 25.13819 18.91050
H 25.22588 25.08678 21.29399
H 26.53199 26.09452 20.75088
H 27.19378 23.89218 22.06259
H 28.00657 24.19261 20.55744
H 24.47170 22.89435 19.67384
H 25.66337 22.64953 18.45473
C 30.93049 25.38282 20.05914
C 31.48216 24.59636 21.24486
C 31.83706 25.71657 22.19824
O 30.72169 26.59458 22.09268
C 30.27388 26.59454 20.74154
H 30.25936 24.71190 19.52115
H 31.75788 25.66155 19.40051
H 32.26397 23.87287 21.00516
H 30.70855 23.98991 21.72974
H 32.78345 26.20337 21.89826
H 31.93059 25.48290 23.25795
H 30.59925 27.50765 20.23204
H 29.19252 26.46214 20.70238
Br 33.15030 19.12154 20.31763
C 32.49217 20.31642 21.75490
C 33.61113 20.88676 22.55460
Br 34.81557 19.49208 23.32422
H 31.78520 19.74178 22.34772
H 31.87891 21.06386 21.25554
H 33.31523 21.39472 23.46962
H 34.29685 21.54122 22.02444
*
```

The gap between HOMO and LUMO is 2.431 eV. The electronic energy comes out at -6694.9035 hartree. Its highest occupied orbital energy is 2.73 eV. The value obtained for the lowest unoccupied orbital energy is 5.16 eV.

Record 4
This record from the OMol25 dataset describes a single C16H20 molecule in a non-equilibrium geometry. The level of theory is wB97M-V/def2-TZVPD.

Geometry as ORCA input:
```
! wB97M-V def2-TZVPD RIJCOSX def2/J DEFGRID3
* xyz 0 1
C 1.26099 2.35642 0.35778
C 0.83008 1.06263 0.38336
C 1.75497 -0.08556 0.29493
C 3.16099 -0.08043 0.41076
C 0.95724 -1.34856 0.00389
C 1.67137 -2.39347 -0.87104
C -0.03717 -1.85689 1.07950
C -0.56411 -3.32192 1.12003
C -0.23680 -1.08835 2.34221
C 0.08223 -1.62530 3.55409
C -0.69571 0.25356 2.04986
C -0.99743 1.19073 3.01386
C -0.59342 0.55125 0.57814
C -1.74526 1.39315 0.03396
C -0.51159 -0.90698 -0.01362
C -1.39661 -1.39170 -1.15832
H 2.31027 2.65300 0.21919
H 0.60599 3.21662 0.48055
H 3.69998 0.81035 0.57177
H 3.74566 -0.98285 0.34022
H 2.09749 -1.88917 -1.74692
H 1.03653 -3.23303 -1.19121
H 2.49877 -2.82516 -0.30939
H -1.37594 -3.36305 1.90660
H -1.01319 -3.68275 0.16089
H 0.27096 -3.95347 1.40267
H 0.04806 -1.10073 4.50413
H 0.50776 -2.61842 3.61856
H -0.98632 1.04733 4.08012
H -1.29163 2.20707 2.75459
H -1.59821 1.57283 -1.04723
H -2.68797 0.91806 0.20835
H -1.78567 2.35055 0.52046
H -1.40850 -0.65703 -1.94168
H -2.45637 -1.49029 -0.78898
H -1.06275 -2.38143 -1.54921
*
```

The gap between HOMO and LUMO is 8.445 eV. The electronic energy comes out at -621.5576 hartree. Its highest occupied orbital energy is -8.12 eV. The value obtained for the lowest unoccupied orbital energy is 0.33 eV. The calculation puts the energy relative to the best compared isomer or geometry (same formula, charge and spin) at 2.02 kcal/mol.

Record 5
This record from the OMol25 dataset describes 2 unconnected molecules or ions with the total composition C3H8N3 in a non-equilibrium geometry. The level of theory is wB97M-V/def2-TZVPD.

Geometry as ORCA input:
```
! wB97M-V def2-TZVPD RIJCOSX def2/J DEFGRID3
* xyz 1 1
C -2.60526 -0.22935 -0.64337
C -1.91650 -0.65853 0.31033
C 1.59636 0.22327 -0.14907
N 1.44460 -1.18962 0.05374
N 0.43464 1.05650 0.14395
N -0.45694 0.69804 0.89042
H -3.02061 0.23742 -1.46907
H 2.47610 0.63489 0.33439
H 1.71872 0.54641 -1.24779
H -1.66274 -1.45833 0.97815
H 2.01873 -1.81862 0.51858
H 0.45150 1.91611 -0.30445
H 0.73312 -1.41910 -0.52969
H -1.21172 1.46089 1.11388
*
```

The gap between HOMO and LUMO is 8.404 eV. The electronic energy comes out at -282.9192 hartree. Its highest occupied orbital energy is -14.12 eV. The value obtained for the lowest unoccupied orbital energy is -5.71 eV. The calculation puts the energy relative to the best compared isomer or geometry (same formula, charge and spin) at 153.47 kcal/mol.

Record 6
This record from the OMol25 dataset describes 7 unconnected molecules or ions with the total composition C29H42N6O3 in a non-equilibrium geometry. The level of theory is wB97M-V/def2-TZVPD.

Geometry as ORCA input:
```
! wB97M-V def2-TZVPD RIJCOSX def2/J DEFGRID3
* xyz 0 1
O 1.03958 0.47197 -0.38306
C 0.16472 -0.03922 0.24387
O -0.73639 -0.92964 -0.24114
C -1.82982 -1.04144 0.66466
C -1.23704 -0.50589 1.98298
O -0.04418 0.16804 1.54294
H -2.58515 -0.36956 0.25010
H -2.15813 -2.07538 0.75823
H -0.92994 -1.21297 2.74563
H -2.02322 0.16893 2.32485
C 1.65183 -5.55678 2.31867
C 0.78054 -5.56836 3.41664
C -0.35628 -4.77231 3.37721
N -0.65029 -3.95440 2.34163
C 0.20413 -3.95664 1.31652
C 1.35667 -4.73261 1.26670
H 2.48758 -6.24341 2.33874
H 1.07562 -6.16816 4.26643
H -0.93228 -4.57387 4.27195
H -0.06478 -3.25023 0.54039
H 2.05400 -4.67725 0.44062
C 3.92263 2.53939 1.30971
C 4.87773 3.39425 1.82482
C 5.16598 4.55159 1.13406
N 4.55570 4.89215 0.01151
C 3.73843 4.01143 -0.57273
C 3.28362 2.87579 0.10761
H 3.77622 1.53005 1.67143
H 5.27595 3.12375 2.79511
H 5.81987 5.34166 1.49574
H 3.19051 4.30172 -1.46375
H 2.67869 2.14075 -0.40391
C -0.13046 0.47318 -4.20262
C -1.29856 0.11952 -3.28387
C -2.67538 0.21760 -3.95818
C -2.88649 -0.66893 -5.08968
N -3.05052 -1.36955 -5.97974
H -0.18669 1.48679 -4.60914
H -0.13806 -0.25758 -5.00923
H 0.81268 0.52548 -3.65720
H -1.26578 0.70548 -2.36547
H -1.28181 -0.92272 -2.95497
H -2.90962 1.22878 -4.31355
H -3.41571 0.07811 -3.16553
C 0.27487 3.74200 -2.23442
C 0.75163 4.63341 -3.36706
C 0.34630 6.09368 -3.17637
C 0.94448 6.89923 -4.26305
N 1.39084 7.54836 -5.09482
H 0.26691 4.24416 -1.26777
H 0.70308 2.74886 -2.09311
H -0.76425 3.49151 -2.49354
H 0.49098 4.28614 -4.37064
H 1.84291 4.57938 -3.47232
H 0.76580 6.51873 -2.26418
H -0.72463 6.27478 -3.27150
C 2.74927 -1.19504 2.43193
C 3.46135 -2.53618 2.56280
C 4.95610 -2.41540 2.82951
C 5.65135 -1.21026 2.32946
N 6.18380 -0.26869 1.94767
H 3.00560 -0.78064 1.45660
H 2.96585 -0.45461 3.20248
H 1.67117 -1.35150 2.44879
H 3.35800 -3.00360 1.58506
H 3.05970 -3.20642 3.31854
H 5.62214 -3.19573 2.43701
H 5.25241 -2.43034 3.88584
C -6.05466 -1.87766 -0.35519
C -5.99497 -1.22814 1.01940
C -6.85632 -1.95847 2.08376
C -8.27537 -1.68491 1.90672
N -9.38323 -1.44712 1.71196
H -5.54345 -2.84136 -0.33868
H -5.66708 -1.26468 -1.16348
H -7.11067 -2.10278 -0.53565
H -6.31396 -0.18520 1.05749
H -4.96903 -1.27890 1.39785
H -6.55108 -1.62170 3.07307
H -6.63196 -3.02044 1.97083
*
```

The gap between HOMO and LUMO is 9.203 eV. The electronic energy comes out at -1684.4013 hartree. Its highest occupied orbital energy is -9.28 eV. The value obtained for the lowest unoccupied orbital energy is -0.08 eV. The calculation puts the energy relative to the best compared isomer or geometry (same formula, charge and spin) at 0.00 kcal/mol.